2 unconnected molecules or ions with the total composition C2H4FNO2. Source: OMol25; level of theory: ωB97M-V/def2-TZVPD.

Last column: Mulliken charge in e.
Atoms and positions in Å:
H1 -1.224 1.172 0.879  0.3402
H2 0.849 -1.744 0.953  0.3316
C1 -1.715 0.892 -0.037  -0.4371
N1 1.461 0.030 0.014  0.8328
O1 1.513 0.642 -1.058  -0.5205
O2 1.878 0.492 1.077  -0.5366
H3 0.555 -1.618 -0.906  0.3480
H4 -1.489 1.270 -1.017  0.3361
F1 -2.722 0.069 0.067  -0.2029
C2 0.894 -1.205 0.028  -0.4917

Charge ... 0
HOMO (alpha / beta) ... -10.7 / -8.5 eV
HOMO-LUMO gap (alpha / beta) ... 11.00 / 6.17 eV
E_tot ... -383.45742 Ha
LUMO (alpha / beta) ... 0.29 / -2.38 eV
Largest force on an atom ... 0.04004 Eh/bohr
Spin multiplicity ... 1

***

A molecular structure, C2H4HgLiO2. Source: OMol25; level of theory: ωB97M-V/def2-TZVPD.

Last column: Mulliken charge in e.
Atoms and positions in Å:
H1 -0.291 1.308 -0.934  0.2812
O1 -0.667 -0.319 1.207  -0.9285
H2 0.865 0.980 1.773  0.2386
Li1 -0.438 -0.980 2.963  0.9278
O2 -0.331 -1.265 -1.953  -0.7793
Hg1 -0.973 -1.613 -0.278  1.1153
C1 0.581 1.034 -0.331  -0.7636
H3 1.607 1.136 -0.687  0.2572
H4 -0.743 -0.780 -2.669  0.3172
C2 0.389 0.499 0.908  0.3342

Charge ... +1
HOMO ... -12.3 eV
HOMO-LUMO gap ... 6.77 eV
E_tot ... -389.66055 Ha
LUMO ... -5.50 eV
Largest force on an atom ... 0.10394 Eh/bohr
Spin multiplicity ... 1

***

A molecular structure, C2H4HgO. Source: OMol25; level of theory: ωB97M-V/def2-TZVPD.

Last column: Mulliken spin population.
Atoms and positions in Å:
H1 -0.016 -0.543 2.438  -0.0013
O1 0.108 0.142 1.680  0.0002
Hg1 -1.255 1.573 0.694  0.0007
C1 -0.030 0.126 -0.728  -0.0109
C2 0.310 -0.499 0.411  0.0841
H2 0.699 -1.525 0.530  0.0040
H3 0.041 1.254 -3.428  0.9353
H4 0.143 -0.528 -1.598  -0.0120

⟨S²⟩ ... 0.75
Charge ... -1
HOMO (alpha / beta) ... -1.5 / -1.4 eV
HOMO-LUMO gap (alpha / beta) ... 5.32 / 4.53 eV
E_tot ... -307.06060 Ha
LUMO (alpha / beta) ... 3.86 / 3.13 eV
Largest force on an atom ... 0.08703 Eh/bohr
Spin multiplicity ... 2

***

A molecular structure, C2H4I2O. Source: OMol25; level of theory: ωB97M-V/def2-TZVPD.

Last column: Mulliken spin population.
Atoms and positions in Å:
C1 -0.122 0.962 -2.338  0.0047
C2 0.877 -0.756 2.041  1.1042
H1 -1.274 -2.093 1.733  0.0851
I1 -0.549 0.714 3.288  0.3715
H2 1.533 -0.065 1.576  0.0233
I2 -0.264 -1.725 0.508  0.4125
H3 0.471 1.118 -3.227  -0.0005
O1 0.412 0.252 -1.559  -0.0009
H4 -1.083 1.592 -2.021  0.0000

⟨S²⟩ ... 2.01
Charge ... 0
HOMO (alpha / beta) ... -6.1 / -8.9 eV
HOMO-LUMO gap (alpha / beta) ... 6.15 / 7.24 eV
E_tot ... -748.96718 Ha
LUMO (alpha / beta) ... 0.09 / -1.66 eV
Largest force on an atom ... 0.05054 Eh/bohr
Spin multiplicity ... 3

***

2 unconnected molecules or ions with the total composition C2H4IN. Source: OMol25; level of theory: ωB97M-V/def2-TZVPD.

Last column: Mulliken charge in e.
Atoms and positions in Å:
C1 0.233 0.209 1.121  -0.6420
H1 -1.712 0.939 -1.378  0.0671
N1 0.516 -0.418 -0.117  -0.1777
H2 -0.547 1.130 0.946  0.2513
H3 1.095 0.635 1.426  0.2696
I1 0.508 -1.541 -2.790  0.1041
H4 -0.006 -0.488 1.945  0.2390
C2 -0.086 -0.466 -1.153  -0.1114

Charge ... 0
HOMO (alpha / beta) ... -9.5 / -8.4 eV
HOMO-LUMO gap (alpha / beta) ... 8.62 / 7.75 eV
E_tot ... -430.87345 Ha
LUMO (alpha / beta) ... -0.85 / -0.61 eV
Largest force on an atom ... 0.07589 Eh/bohr
Spin multiplicity ... 1

***

2 unconnected molecules or ions with the total composition C2H4IN. Source: OMol25; level of theory: ωB97M-V/def2-TZVPD.

Last column: Mulliken spin population.
Atoms and positions in Å:
I1 -1.900 0.186 -0.617  0.0992
N1 2.094 0.297 -0.214  0.8821
C1 -1.463 -1.625 0.107  0.8765
H1 -1.020 -2.307 -0.649  0.0135
C2 1.557 1.401 -0.068  -0.0683
H2 -1.676 -1.963 1.174  0.0072
H3 0.484 1.607 0.174  0.1082
H4 1.923 2.404 0.092  0.0815

⟨S²⟩ ... 2.02
Charge ... 0
HOMO (alpha / beta) ... -8.1 / -9.9 eV
HOMO-LUMO gap (alpha / beta) ... 8.52 / 9.17 eV
E_tot ... -430.88051 Ha
LUMO (alpha / beta) ... 0.37 / -0.69 eV
Largest force on an atom ... 0.03987 Eh/bohr
Spin multiplicity ... 3

***

A gas-phase ion, C2H4IN2O (charge +1). Source: OMol25; level of theory: ωB97M-V/def2-TZVPD.

Last column: Mulliken charge in e.
Atoms and positions in Å:
H1 4.161 1.410 0.548  0.3957
C1 -1.364 -0.508 0.290  0.0916
I1 2.743 -0.363 -0.497  0.6244
H2 -2.898 -0.156 -1.152  0.2768
N1 -0.270 -0.018 -0.176  -0.0844
O1 4.271 0.789 -0.247  -0.5494
H3 -1.299 -0.720 1.319  0.3264
N2 -2.618 -0.495 -0.203  -0.3171
C2 0.697 0.686 -0.315  -0.0446
H4 -3.423 -0.626 0.436  0.2806

Charge ... +1
HOMO (alpha / beta) ... -12.5 / -12.5 eV
HOMO-LUMO gap (alpha / beta) ... 6.94 / 6.94 eV
E_tot ... -560.62978 Ha
LUMO (alpha / beta) ... -5.55 / -5.55 eV
Largest force on an atom ... 0.06307 Eh/bohr
Spin multiplicity ... 1

***

2 unconnected molecules or ions with the total composition C2H4IN3. Source: OMol25; level of theory: ωB97M-V/def2-TZVPD.

Last column: Mulliken charge in e.
Atoms and positions in Å:
H1 -1.158 2.235 -1.280  0.3273
N1 -0.842 0.089 -1.515  0.4284
C1 -1.191 1.173 -1.276  -0.2176
H2 -0.031 -1.552 -2.079  0.1869
H3 2.180 -0.150 0.686  0.2746
I1 -0.141 -1.960 2.269  0.0375
N2 1.360 0.486 0.906  -0.4336
N3 -0.309 -0.964 -1.341  -0.6915
H4 -0.359 0.641 1.969  0.3841
C2 0.492 0.000 1.661  -0.2961

Charge ... 0
HOMO ... -8.6 eV
HOMO-LUMO gap ... 9.01 eV
E_tot ... -540.40830 Ha
LUMO ... 0.44 eV
Largest force on an atom ... 0.07845 Eh/bohr
Spin multiplicity ... 1

***

C2H4INO in the gas phase. Source: OMol25; level of theory: ωB97M-V/def2-TZVPD.

Last column: Mulliken charge in e.
Atoms and positions in Å:
C1 1.494 -0.455 -0.195  -0.3928
O1 0.598 0.424 0.323  -0.1347
C2 -1.692 0.676 0.193  -0.3888
H1 1.565 -0.400 -1.276  0.2419
H2 2.438 -0.107 0.192  0.2485
H3 1.255 -1.564 0.223  0.1908
N1 -0.661 -0.065 0.042  -0.3873
H4 -1.442 1.642 0.455  0.5295
I1 -3.555 -0.152 0.043  0.0930

SMILES ... CO/N=C/I
Charge ... 0
HOMO ... -9.3 eV
HOMO-LUMO gap ... 9.70 eV
E_tot ... -506.18682 Ha
LUMO ... 0.41 eV
Largest force on an atom ... 0.06973 Eh/bohr
Spin multiplicity ... 1

***

2 unconnected molecules or ions with the total composition C2H4INO. Source: OMol25; level of theory: ωB97M-V/def2-TZVPD.

Last column: Mulliken charge in e.
Atoms and positions in Å:
I1 2.739 -0.325 0.027  -0.0102
H1 0.119 -0.096 0.478  -0.0191
C1 0.799 -0.995 0.703  -0.6255
H2 0.809 -1.320 1.781  0.3268
N1 -0.916 1.234 -1.314  -0.2573
O1 -2.221 0.543 0.379  -0.3683
H3 -0.192 1.820 -1.649  0.2801
H4 0.519 -1.805 0.097  0.2831
C2 -1.657 0.945 -0.503  0.3903

SMILES ... N=C=O.CI
Charge ... 0
HOMO ... -9.5 eV
HOMO-LUMO gap ... 9.92 eV
E_tot ... -506.26911 Ha
LUMO ... 0.40 eV
Largest force on an atom ... 0.13102 Eh/bohr
Spin multiplicity ... 1